No. 1
Molecular formula: C25H36BrN2O9PS2
Method: DFT, ωB97M-V with the def2-TZVPD basis set

Atoms and positions in Å:
Br  -1.90  5.02  0.00
S  1.61  -1.62  3.49
S  1.06  1.19  4.07
P  3.94  -1.36  -4.46
O  4.82  -0.19  -4.62
O  4.82  -2.57  -3.84
O  -4.81  3.68  -0.75
O  -6.29  3.02  3.15
O  3.74  -1.87  -5.99
O  -2.47  -0.01  0.82
O  -5.03  -1.72  3.75
O  -4.45  -3.87  3.56
O  2.49  -1.78  -3.98
N  2.96  0.66  -0.15
N  2.46  0.36  1.92
C  3.57  1.14  1.95
C  4.24  -1.15  -7.11
C  -2.73  3.38  0.39
C  4.19  -2.50  -1.46
C  -4.21  3.21  0.19
C  -2.89  1.08  1.12
C  -0.39  2.95  2.52
C  2.10  0.04  0.64
C  3.85  1.32  0.62
C  -6.23  2.87  1.74
C  -4.24  1.32  1.73
C  1.01  2.71  3.09
C  1.62  -2.72  -4.64
C  -0.61  2.28  1.15
C  2.18  -4.12  -4.74
C  -4.88  2.39  1.25
C  1.75  -0.06  3.08
C  -4.07  -0.86  3.08
C  -2.08  2.31  0.85
C  -5.20  3.74  3.68
C  5.64  -1.61  -7.48
C  -4.82  0.44  2.81
C  -3.80  -2.77  5.59
C  5.30  -2.44  -2.49
C  -4.43  -2.87  4.22
H  6.08  -0.95  -8.23
H  1.34  -2.33  -5.62
H  -6.42  3.86  1.32
H  -3.25  -0.67  3.79
H  1.77  2.75  2.31
H  4.60  -2.50  -0.46
H  3.57  -3.39  -1.60
H  -1.11  2.51  3.22
H  5.87  -1.51  -2.40
H  -4.86  0.99  3.75
H  5.60  -2.62  -7.90
H  -5.53  4.23  4.59
H  -3.38  -3.75  5.81
H  -4.35  3.10  3.94
H  1.43  -4.76  -5.22
H  -0.35  1.23  1.30
H  -3.74  -1.38  2.19
H  4.66  1.94  0.26
H  0.71  -2.74  -4.04
H  3.09  -4.17  -5.33
H  -7.02  2.20  1.41
H  6.29  -1.65  -6.61
H  5.99  -3.27  -2.34
H  2.40  -4.52  -3.75
H  3.53  -1.63  -1.54
H  3.56  -1.34  -7.94
H  4.03  1.53  2.84
H  1.26  -0.56  0.33
H  -0.01  2.74  0.37
H  -4.61  -2.56  6.30
H  -0.66  4.01  2.50
H  -3.06  -1.98  5.59
H  -4.83  4.52  3.00
H  1.24  3.52  3.78
H  4.22  -0.08  -6.92
H  -5.86  0.21  2.57

* structure (SMILES): COCC1=C(CCOC(C)=O)C(=O)C(CCCSC(=S)n2ccnc2)=C(Br)C1=O.CCOP(=O)(OCC)OCC



No. 2
Molecular formula: C25H36CaF4N3O2
Method: DFT, ωB97M-V with the def2-TZVPD basis set

Atoms and positions in Å:
Ca  -0.36  -0.73  1.13
F  0.03  -3.00  0.19
F  0.04  -5.53  -0.56
F  -3.41  -2.14  -3.03
F  -3.36  -4.65  -3.70
O  -1.88  -0.94  2.58
O  -3.93  -0.66  3.44
N  -0.65  1.66  1.32
N  -0.72  1.25  -2.65
N  -1.58  -1.14  -0.88
C  0.40  0.36  -2.96
C  -0.82  -4.70  -1.17
C  -2.85  1.25  2.51
C  -2.92  -0.24  2.90
C  -2.54  -2.93  -2.35
C  -1.69  -2.39  -1.35
C  2.13  1.36  2.79
C  2.08  2.74  3.37
C  -2.00  0.54  -2.73
C  -1.66  -5.19  -2.16
C  1.06  0.00  4.74
C  1.75  1.03  -2.80
C  1.89  -0.89  2.47
C  -2.51  -4.26  -2.72
C  3.06  -1.15  0.17
C  -0.84  -3.39  -0.80
C  -0.81  2.29  -4.96
C  -1.48  1.93  2.52
C  1.75  -2.35  2.81
C  -0.72  2.48  -3.45
C  1.64  0.17  3.37
C  3.28  2.04  0.59
C  2.66  1.04  1.51
C  -2.43  -0.10  -1.41
C  2.51  -0.35  1.31
H  2.41  -2.60  3.65
H  2.34  -1.81  -0.32
H  1.78  -0.42  5.45
H  0.30  -0.06  -3.98
H  -0.91  1.59  3.38
H  0.74  -2.68  3.11
H  -1.57  3.08  -3.10
H  2.56  2.76  0.16
H  0.16  3.06  -3.20
H  3.78  1.57  -0.26
H  -3.48  -0.41  -1.51
H  -1.98  -0.22  -3.53
H  2.05  -2.99  1.98
H  -3.31  1.35  1.52
H  2.55  0.29  -2.90
H  4.03  2.65  1.10
H  0.04  1.72  -5.35
H  -0.93  2.23  0.53
H  -2.44  0.71  -0.67
H  -2.77  1.25  -3.01
H  -1.72  1.77  -5.26
H  3.45  -0.50  -0.62
H  3.07  3.12  3.63
H  0.72  0.95  5.16
H  -1.63  3.01  2.64
H  1.48  2.76  4.29
H  0.32  -0.49  -2.30
H  -0.80  3.26  -5.47
H  -3.51  1.78  3.19
H  1.64  3.47  2.69
H  1.84  1.47  -1.80
H  -1.66  -6.23  -2.45
H  0.19  -0.67  4.74
H  0.33  1.85  1.53
H  3.89  -1.81  0.48
H  1.93  1.81  -3.53

* net charge: -1
* relative energy (zero: lowest compared OMol25 entry of this formula, charge and spin): 84.0 kJ/mol



No. 3
Molecular formula: C25H36CuF5GeN3O2S2
Method: DFT, ωB97M-V with the def2-TZVPD basis set

Atoms and positions in Å:
Ge  -2.41  -1.48  0.00
Cu  0.69  0.08  0.13
S  5.05  0.76  -0.64
S  2.99  0.39  1.58
F  -0.11  -3.12  1.28
F  0.92  -4.19  -0.28
F  -0.77  -2.91  -0.80
F  2.36  -2.23  0.64
F  1.72  -1.83  -1.42
O  -5.69  1.99  -0.19
O  0.43  6.93  -0.46
N  0.80  2.02  -0.34
N  5.42  -0.65  1.44
N  -1.21  1.34  1.36
C  -5.13  2.95  0.70
C  -1.38  2.41  0.58
C  1.27  4.74  -0.74
C  -3.55  1.38  1.87
C  -5.31  -1.75  -1.71
C  -2.94  -0.84  -1.73
C  -6.26  -2.80  -2.28
C  1.54  6.20  -0.92
C  -3.96  -1.73  -2.43
C  -2.28  0.87  2.02
C  -5.65  -4.67  1.76
C  -3.52  -4.09  0.49
C  1.94  2.46  -0.90
C  0.07  4.29  -0.20
C  1.31  -1.85  -0.11
C  2.21  3.79  -1.12
C  4.49  0.10  0.87
C  -3.27  -2.73  1.17
C  -2.63  2.98  0.36
C  -4.21  -5.06  1.45
C  6.76  0.18  -0.35
C  -0.13  2.94  -0.02
C  -3.74  2.45  0.99
C  0.36  -3.05  0.03
C  6.63  -0.94  0.67
H  -6.13  -5.44  2.36
H  -4.20  -6.05  0.99
H  -4.10  -1.35  -3.45
H  -5.71  -3.74  2.33
H  -2.57  -4.53  0.17
H  -0.67  5.01  0.11
H  -6.23  -4.55  0.85
H  6.52  -1.91  0.19
H  5.21  -1.14  2.30
H  2.45  6.46  -0.37
H  -1.12  -0.81  0.50
H  -4.21  -2.26  1.45
H  -3.58  -2.75  -2.53
H  -4.39  0.96  2.42
H  -6.49  -2.59  -3.33
H  -5.77  -0.76  -1.78
H  0.61  7.87  -0.52
H  -3.63  -5.13  2.37
H  -5.09  3.94  0.25
H  1.74  6.39  -1.98
H  -3.34  0.17  -1.57
H  -4.14  -3.96  -0.40
H  -6.54  2.30  -0.50
H  -5.16  -1.95  -0.64
H  3.14  4.07  -1.59
H  7.49  -0.97  1.33
H  -2.64  -2.82  2.05
H  -2.74  3.81  -0.32
H  -2.09  0.07  2.73
H  7.33  1.03  0.02
H  -7.21  -2.82  -1.73
H  -5.83  -3.80  -2.24
H  2.64  1.70  -1.21
H  -5.71  3.01  1.63
H  7.18  -0.16  -1.29
H  -2.00  -0.73  -2.29

* net charge: +2
* relative energy (zero: lowest compared OMol25 entry of this formula, charge and spin): 178.5 kJ/mol
* multiplicity: 2
* ⟨S²⟩: 0.76



No. 4
Molecular formula: C25H36NO2Rh
Method: DFT, ωB97M-V with the def2-TZVPD basis set

Atoms and positions in Å:
Rh  -1.77  -0.69  1.29
O  1.86  -0.02  -2.11
O  2.12  2.52  -1.76
N  -2.09  -2.79  1.10
C  -3.72  -0.60  1.06
C  2.21  3.88  -2.29
C  3.46  -0.66  -0.39
C  -3.71  -3.41  3.00
C  -2.82  -3.63  1.86
C  -1.96  -0.80  3.21
C  -2.29  1.14  0.83
C  2.53  0.43  0.18
C  -1.39  -3.39  0.12
C  2.11  4.91  -1.17
C  -2.33  0.50  -0.41
C  3.01  -0.86  -1.85
C  -2.57  -4.91  1.28
C  3.63  3.67  -2.87
C  0.13  -0.92  2.23
C  -1.46  0.45  2.93
C  -1.71  -4.76  0.21
C  -3.28  -0.53  -0.31
C  -0.92  -1.68  2.78
C  -0.36  0.41  2.15
C  1.38  0.40  -0.81
C  -3.25  0.56  1.64
C  3.42  2.23  -2.40
C  1.14  4.08  -3.36
C  -0.55  -2.60  -0.77
H  2.74  -1.92  -2.04
H  4.41  4.20  -2.33
H  1.40  4.93  -4.01
H  0.61  -0.36  -0.51
H  -3.60  0.94  2.58
H  3.81  -0.56  -2.56
H  -1.73  2.02  1.07
H  3.40  -1.60  0.17
H  -3.02  -5.80  1.68
H  -0.04  -3.28  -1.47
H  -2.00  1.35  3.16
H  3.00  1.42  0.13
H  -3.36  -1.38  -0.99
H  3.29  1.53  -3.23
H  0.94  -1.33  1.63
H  0.11  1.18  1.55
H  0.87  1.35  -0.84
H  -4.22  -4.38  3.15
H  0.17  4.29  -2.87
H  1.06  4.99  -0.85
H  -3.17  -3.19  3.94
H  2.74  4.61  -0.32
H  2.45  5.89  -1.53
H  -2.85  -1.09  3.75
H  1.03  3.18  -3.98
H  4.50  -0.33  -0.34
H  -1.52  0.58  -1.14
H  -4.40  -1.32  1.51
H  -1.29  -5.47  -0.50
H  3.73  3.77  -3.95
H  -4.49  -2.65  2.82
H  4.19  1.89  -1.69
H  -1.12  -1.84  -1.35
H  -0.89  -2.74  3.01
H  2.20  0.26  1.20
H  0.25  -2.06  -0.20

* relative energy (zero: lowest compared OMol25 entry of this formula, charge and spin): 299.3 kJ/mol
* multiplicity: 5
* ⟨S²⟩: 6.02



Record order is preserved below.
Maximum force: 0.09921; 0.01534; 0.02864; 0.27245 hartree/bohr
Record order is preserved below.
Calculated total energy: -148917.60332; -64387.86848; -171472.93981; -35086.56244 eV